Below is a 10-piece molecular cluster, H20O10 overall at a distorted geometry, with properties calculated with ωB97M-V/def2-TZVPD.

The geometry in XYZ format:
```
30
Properties=species:S:1:pos:R:3
O -2.4413 -1.9030 1.2558
H -1.9744 -1.9678 0.4227
H -1.8277 -2.2515 1.9025
O 0.2269 0.0667 0.4620
H 1.0973 0.1933 0.0844
H -0.2881 -0.3195 -0.2465
O 1.1393 -2.1546 2.4241
H 0.9869 -1.3623 1.9090
H 0.3822 -2.2110 3.0071
O -0.7061 1.5526 2.9184
H -0.3723 2.4320 3.0956
H 0.0194 1.1035 2.4845
O 3.3987 -0.0582 -0.2765
H 4.0234 -0.2909 -0.9634
H 3.1039 -0.8985 0.0745
O 2.1879 2.3473 2.4139
H 2.5951 2.2541 1.5527
H 1.7275 3.1855 2.3722
O -1.9009 2.2752 -0.3126
H -1.0312 2.4759 0.0333
H -2.2106 1.5464 0.2252
O -2.1898 1.0034 -2.5491
H -3.0540 1.2660 -2.8661
H -2.0332 1.5626 -1.7882
O -1.1839 -1.4126 -2.9963
H -1.4003 -0.4892 -2.8668
H -1.5050 -1.6133 -3.8754
O 1.2008 -2.2654 -2.2959
H 0.3526 -1.8604 -2.4770
H 1.6769 -2.2062 -3.1242
```

Properties
Frontier orbital gap (alpha / beta) = 0.4160 / 0.0928 Ha
Energy above the lowest of the compared OMol25 structures with the same formula, charge and spin = 132.5 kJ/mol
Electronic energy = -20788.6970 eV
Spin multiplicity = 2
F_max = 1.45 eV Å⁻¹
LUMO energy (alpha / beta) = -0.126 / -0.423 Eh
⟨S²⟩ = 0.756
Net charge = +1
HOMO level (alpha / beta) = -14.8 / -14.0 eV



Below is a 10-piece molecular cluster, H20O10 overall at a distorted geometry, with properties calculated with ωB97M-V/def2-TZVPD.

The geometry in XYZ format:
```
30
Properties=species:S:1:pos:R:3
O -2.5110 1.0405 -0.9429
H -2.9723 0.3901 -0.4133
H -1.8687 1.4243 -0.3459
O -0.0456 -0.4816 -0.3225
H -0.3159 -0.1122 0.5182
H 0.8319 -0.1283 -0.4688
O -0.5443 -3.0780 1.1915
H -0.6605 -2.3926 0.5336
H 0.3922 -3.2747 1.1704
O -1.0374 2.2858 0.8520
H -0.4717 3.0338 0.6605
H -0.5012 1.7138 1.4012
O -0.2014 0.3296 2.4449
H -0.0724 0.9310 3.1783
H 0.6715 -0.0194 2.2645
O 2.3596 0.5342 1.3707
H 3.1058 -0.0529 1.2494
H 2.6933 1.3991 1.1324
O -0.9639 -2.2644 -2.2575
H -0.5745 -1.6050 -1.6832
H -1.9027 -2.2151 -2.0775
O 0.3713 1.0571 -3.7876
H 0.7217 0.3902 -3.1971
H 0.6340 0.7664 -4.6609
O -1.9297 -1.8140 3.1240
H -1.2449 -2.3829 2.7724
H -1.6503 -0.9290 2.8894
O 2.3918 1.9444 -1.8707
H 1.9672 1.6692 -2.6833
H 3.3278 1.8407 -2.0420
```

Properties
Frontier orbital gap (alpha / beta) = 0.4115 / 0.1084 Ha
Energy above the lowest of the compared OMol25 structures with the same formula, charge and spin = 72.7 kJ/mol
Electronic energy = -20789.3163 eV
Spin multiplicity = 2
F_max = 2.34 eV Å⁻¹
LUMO energy (alpha / beta) = -0.124 / -0.393 Eh
⟨S²⟩ = 0.756
Net charge = +1
HOMO level (alpha / beta) = -14.6 / -13.7 eV



Below is H20O10Xe as an isolated structure at a distorted geometry, with properties calculated with ωB97M-V/def2-TZVPD.

The geometry in XYZ format:
```
31
Properties=species:S:1:pos:R:3
Xe 5.2478 -10.9331 7.2051
O 8.7514 -13.3331 7.4033
H 7.9055 -13.5487 7.0104
H 9.3860 -13.8466 6.9034
O 2.0146 -12.7427 7.1148
H 1.5582 -13.4674 6.6874
H 1.5892 -11.9562 6.7732
O 7.3150 -8.2417 6.9476
H 7.5450 -8.4430 6.0405
H 6.3583 -8.2095 6.9511
O 6.1474 -11.1793 3.2662
H 6.7856 -11.4780 3.9141
H 6.6645 -11.0164 2.4773
O 6.8480 -13.7223 5.4034
H 7.0965 -14.2553 4.6481
H 6.0044 -14.0788 5.6816
O 4.8460 -11.5935 10.9905
H 4.3575 -10.7943 10.7930
H 5.6735 -11.2840 11.3589
O 8.6885 -11.4690 4.5315
H 8.3091 -12.0069 5.2264
H 9.5791 -11.2845 4.8300
O 5.5944 -13.9554 9.4622
H 6.4854 -14.1348 9.7625
H 5.3327 -13.1702 9.9430
O 4.5870 -14.6830 6.7996
H 3.7932 -14.1612 6.9177
H 5.0580 -14.5943 7.6281
O 8.2292 -9.0705 9.6042
H 7.7913 -8.8553 8.7807
H 9.1144 -9.3269 9.3454
```

Properties
Frontier orbital gap = 0.4063 Ha
Energy above the lowest of the compared OMol25 structures with the same formula, charge and spin = 24.0 kJ/mol
Electronic energy = -29762.7179 eV
Spin multiplicity = 1
F_max = 1.14 eV Å⁻¹
LUMO energy = 0.009 Eh
Net charge = 0
HOMO level = -10.8 eV



Below is a 10-piece molecular cluster, H21NO9 overall at a distorted geometry, with properties calculated with ωB97M-V/def2-TZVPD.

The geometry in XYZ format:
```
31
Properties=species:S:1:pos:R:3
N 1.4758 -0.1215 -0.1213
H 1.8464 -0.9360 0.3377
H 2.0939 0.2785 -0.8010
H 1.1244 0.5268 0.5037
O 2.2577 -1.8139 2.4479
H 1.5231 -1.9745 3.0626
H 2.2941 -0.8332 2.5553
O -0.4351 -2.3886 -1.8545
H -0.3868 -3.2036 -2.2406
H 0.3428 -1.8921 -1.9210
O 0.2704 2.6497 -1.1700
H 0.1324 3.5557 -0.9020
H -0.4255 2.4419 -1.7932
O -2.3384 2.4032 -1.1296
H -2.7649 2.2104 -0.3375
H -2.7284 1.5976 -1.5610
O -0.3213 1.5456 1.5709
H -0.7540 0.7001 1.5103
H -0.5353 2.0646 0.8552
O 0.3466 0.5954 -3.2378
H 0.8628 1.3461 -3.5453
H 0.8258 0.3286 -2.4322
O -0.4287 -1.8821 1.5495
H -0.7508 -1.8832 0.6288
H 0.3761 -2.4345 1.4000
O -2.9181 -1.5834 -1.1970
H -2.1510 -1.3270 -0.6804
H -2.5294 -2.0118 -1.9273
O 1.5393 0.4588 3.4769
H 1.5032 1.3692 3.2650
H 0.6530 0.2133 3.6878
```

Properties
Frontier orbital gap = 0.3715 Ha
Energy above the lowest of the compared OMol25 structures with the same formula, charge and spin = 175.3 kJ/mol
Electronic energy = -20258.2037 eV
Spin multiplicity = 1
F_max = 3.77 eV Å⁻¹
LUMO energy = 0.009 Eh
Net charge = 0
HOMO level = -9.9 eV



Among the records above, which one has the lowest energy above the lowest of the compared OMol25 structures with the same formula, charge and spin?
H20O10Xe